Record 1
Computed, not measured: C34H29F17N2O2SSiTeZr as an isolated structure in a non-equilibrium geometry, with the ωB97M-V functional and the def2-TZVPD basis.

Structure (ORCA input):
```
! wB97M-V def2-TZVPD RIJCOSX def2/J DEFGRID3
* xyz -2 1
Zr 0.8879 -0.1704 -0.0909
F -4.5675 -0.7298 1.7629
C -3.9055 0.2325 2.4415
F -4.6107 0.3582 3.6027
F -4.1509 1.3772 1.7803
C -2.4696 -0.0606 2.6804
C -2.0238 -0.3173 3.9821
C -0.6984 -0.6913 4.1707
C 0.1503 -0.7166 3.0834
N -0.2339 -0.3694 1.8464
C -1.5521 -0.1268 1.6120
S -1.9452 0.0460 -0.0335
H -2.7127 -0.2541 4.8097
H -0.3400 -0.9591 5.1513
H 1.1882 -1.0131 3.1790
C 0.8955 2.3613 2.9562
C 2.1230 1.6299 2.4577
N 1.9693 0.8968 1.4187
H -0.0301 2.0974 2.4213
H 1.0584 3.4375 2.8686
H 0.7641 2.1324 4.0180
F 2.9609 -2.3130 -0.9103
C 2.3992 -3.4393 -0.4756
F 2.9325 -3.6814 0.7300
F 2.8066 -4.4435 -1.2695
C 0.8604 -3.2521 -0.3552
O 0.6195 -2.1709 0.3685
C 0.2509 -4.4846 0.3721
F 0.6294 -4.5184 1.6516
F 0.5989 -5.6802 -0.1522
F -1.0800 -4.4458 0.3642
C 0.2231 -3.1247 -1.7910
F 1.1253 -3.0215 -2.7542
F -0.5571 -2.0356 -1.7966
F -0.5615 -4.1632 -2.1281
C -4.3034 4.2295 -2.0771
C -3.8095 2.9424 -2.1944
C -2.4829 2.6984 -1.9012
C -1.6337 3.6995 -1.4516
C -2.1477 4.9887 -1.3449
C -3.4657 5.2566 -1.6720
Si 0.1190 3.2602 -0.8597
C 1.4723 4.4462 -1.4888
C 1.6913 5.6332 -0.8000
C 2.7579 6.4600 -1.1064
C 3.6521 6.0954 -2.0986
C 3.4273 4.9363 -2.8192
C 2.3430 4.1299 -2.5249
H -5.3399 4.4314 -2.3118
H -4.4470 2.1306 -2.5124
H -2.0876 1.6948 -2.0439
H -1.4989 5.7851 -1.0043
H -3.8545 6.2679 -1.6142
H 0.0021 3.5310 0.5970
H 1.0075 5.9032 -0.0069
H 2.9107 7.3824 -0.5582
H 4.5166 6.7151 -2.3026
H 4.1123 4.6498 -3.6028
H 2.1642 3.2431 -3.1047
C 3.7412 1.8197 -0.7134
C 4.1792 0.7023 0.2421
C 4.9827 1.3595 1.3834
C 2.9122 0.0096 0.7928
C 5.0137 -0.3529 -0.4560
C 5.6838 -1.3238 0.2876
C 6.4483 -2.3017 -0.3212
C 6.5563 -2.3468 -1.6999
C 5.8800 -1.4054 -2.4534
C 5.1157 -0.4261 -1.8433
H 3.2037 2.5829 -0.1476
H 3.0709 1.4238 -1.4774
H 4.6026 2.2887 -1.1941
H 4.3206 2.0417 1.9162
H 5.8378 1.9074 0.9894
H 5.3548 0.6326 2.0987
H 3.1910 -0.7908 1.5085
H 5.5858 -1.3357 1.3636
H 6.9562 -3.0435 0.2822
H 7.1549 -3.1128 -2.1759
H 5.9326 -1.4436 -3.5320
H 4.5710 0.2576 -2.4715
F -1.7196 0.7169 -4.2658
Te -0.2184 0.6828 -2.7930
F -0.2856 2.5537 -3.5274
F 0.2617 -0.7216 -4.1977
F 1.5791 1.1635 -3.4295
F 1.5134 -0.6436 -1.8689
O 0.5854 1.7409 -0.9586
*
```

Properties
Energy relative to the best compared isomer or geometry (same formula, charge and spin), kJ/mol: 409.7
Maximum force, hartree/bohr: 0.1606
Electronic energy, eV: -116295.633
HOMO energy, eV: -1.35

Results of the Mulliken charge analysis, in e, for atoms 1 through 6:
1 Zr -0.667
2 F -0.234
3 C 0.394
4 F -0.351
5 F -0.209
6 C 0.072

=====

Record 2
Computed, not measured: C34H30BBiN4O5 as an isolated structure in a non-equilibrium geometry, with the ωB97M-V functional and the def2-TZVPD basis.

Structure (ORCA input):
```
! wB97M-V def2-TZVPD RIJCOSX def2/J DEFGRID3
* xyz 0 1
Bi 1.5840 -0.5432 -0.2815
C 3.8478 -5.1715 0.3397
C 3.6227 -3.7473 -0.0159
N 2.4055 -3.2139 -0.0565
N 1.4280 -4.0595 0.0995
C 0.2202 -3.4665 -0.0094
O -0.0197 -2.2779 -0.3034
C -0.9039 -4.3945 0.1022
C -0.8153 -5.7424 0.4762
C -1.9541 -6.5236 0.6017
C -3.1938 -5.9935 0.4155
C -3.3124 -4.6532 0.1265
C -2.2050 -3.8268 0.0106
C 4.7404 -2.8657 -0.3130
C 6.0759 -3.3368 -0.1753
C 7.0980 -2.6177 -0.7606
C 6.8195 -1.4152 -1.4008
C 5.5136 -0.9493 -1.3022
N 4.4862 -1.6224 -0.7925
H 2.8878 -5.6572 0.4774
H 4.3740 -5.2338 1.3188
H 4.4662 -5.7298 -0.3889
H 0.1446 -6.2532 0.5870
H -1.8914 -7.6123 0.7931
H -4.0865 -6.6099 0.5530
H -4.3128 -4.1821 0.0963
H -2.2528 -2.7394 -0.2200
H 6.2834 -4.2354 0.4590
H 8.1439 -2.9775 -0.7342
H 7.6136 -0.8208 -1.8753
H 5.2731 0.0695 -1.6085
O 2.2447 0.6002 3.6869
C 2.2595 0.4226 2.4795
O 1.9504 -0.7373 1.8780
C 2.6446 1.6315 1.6537
C 3.2221 2.7445 2.2673
C 3.5417 3.8522 1.4426
C 3.3492 3.7648 0.0490
C 3.6297 4.8643 -0.8112
C 3.4795 4.7981 -2.1718
C 2.9486 3.6331 -2.7086
C 2.6055 2.5322 -1.9297
C 2.8106 2.5533 -0.5183
N 2.4286 1.5738 0.3237
H 3.2860 2.7550 3.3691
H 3.9720 4.7446 1.8996
H 4.0492 5.7094 -0.2948
H 3.7045 5.6332 -2.8526
H 2.6669 3.5897 -3.7362
H 2.1609 1.6455 -2.3590
C -6.3910 3.1941 -1.3844
C -6.1137 2.5408 -0.0007
C -6.7141 1.1570 0.0999
C -6.7025 3.4272 1.1792
C -4.6093 2.5031 0.1350
C -3.8858 3.6915 0.2211
C -2.5100 3.7849 0.3960
C -1.8335 2.5796 0.2500
O -0.4634 2.2938 0.3284
B -0.2686 0.8878 0.1881
O -1.5737 0.3188 0.0219
C -2.4855 1.3605 0.1258
C -3.8525 1.2939 0.0769
H -7.4666 3.1229 -1.5165
H -5.8874 2.6563 -2.1914
H -6.1252 4.2938 -1.4478
H -7.8314 1.2041 0.0411
H -6.4840 0.6677 1.0699
H -6.3275 0.4993 -0.6974
H -7.7951 3.3701 1.1103
H -6.4374 4.4978 1.0709
H -6.3970 3.0880 2.1861
H -4.5337 4.6034 0.1823
H -1.9960 4.7188 0.5895
H -4.3497 0.3369 0.0802
*
```

Properties
Energy relative to the best compared isomer or geometry (same formula, charge and spin), kJ/mol: 0.0
Maximum force, hartree/bohr: 0.0635
Electronic energy, eV: -58460.196
HOMO energy, eV: -7.19

Results of the Mulliken charge analysis, in e, for atoms 1 through 6:
1 Bi 1.354
2 C -1.270
3 C 0.333
4 N 0.523
5 N -0.783
6 C 0.365

=====

Record 3
Computed, not measured: C34H30Br2N5O4PRuS2 as an isolated structure, with the ωB97M-V functional and the def2-TZVPD basis.

Structure (ORCA input):
```
! wB97M-V def2-TZVPD RIJCOSX def2/J DEFGRID3
* xyz 0 1
Ru -0.2430 -1.0092 -2.5756
C -1.9403 1.3324 -4.4430
C -0.4731 1.6093 -4.3044
C 0.0843 2.6723 -5.0536
C 1.4211 2.9198 -5.0280
C 2.2639 2.0634 -4.2821
C 3.6746 2.1466 -4.2330
Br 4.5814 3.5377 -5.1541
C 4.4066 1.2151 -3.5521
C 3.7709 0.1589 -2.8905
Br 4.8047 -1.1403 -1.9909
C 2.3887 0.0256 -2.8745
O 1.7697 -0.9364 -2.2718
C 1.6381 1.0240 -3.5704
N 0.2810 0.8380 -3.5496
H -2.5235 2.2382 -4.2757
H -2.2701 0.5500 -3.7640
H -2.1487 1.0076 -5.4646
H -0.5805 3.2829 -5.6506
H 1.8499 3.7330 -5.5967
H 5.4857 1.2777 -3.5328
C 2.7669 -3.6287 -5.6079
C 2.2503 -3.3786 -4.2120
O 1.0339 -4.1374 -4.0045
P -0.4255 -3.5178 -3.9181
S -1.0423 -3.2114 -2.0312
S -0.6109 -1.7496 -4.8335
O -1.2725 -4.6464 -4.6428
C -1.1433 -6.0496 -4.3220
C -2.2758 -6.4903 -3.4222
H 3.6778 -3.0489 -5.7670
H 2.0277 -3.3153 -6.3457
H 2.9953 -4.6839 -5.7605
H 2.0477 -2.3266 -4.0411
H 2.9485 -3.7191 -3.4490
H -0.1701 -6.2335 -3.8672
H -1.1734 -6.5670 -5.2800
H -2.2793 -5.9140 -2.4978
H -2.1566 -7.5459 -3.1727
H -3.2361 -6.3563 -3.9191
C -0.1312 2.6917 11.2081
O -0.9931 3.3033 10.2650
C -0.9302 2.8713 8.9819
C -1.7293 3.5573 8.0684
C -1.7352 3.1866 6.7408
C -0.9464 2.1277 6.2864
C -0.1580 1.4490 7.2074
C -0.1443 1.8090 8.5457
C -0.9234 1.7101 4.8834
N -0.2621 0.6785 4.4140
C -0.5206 0.6636 3.0674
C -1.3468 1.6979 2.7172
N -1.6024 2.3669 3.8910
C -1.7818 1.9283 1.3814
C -2.6052 2.9907 0.9941
C -2.9540 3.1104 -0.3254
C -2.4908 2.1460 -1.2231
N -1.7234 1.1280 -0.8886
C -1.3398 1.0186 0.3917
C -0.4211 -0.0719 0.7391
N 0.0407 -0.8793 -0.2437
C 0.8942 -1.8374 0.0937
C 1.3261 -2.0773 1.3963
C 0.8624 -1.2770 2.4045
C -0.0224 -0.2472 2.0799
H -0.2727 3.2322 12.1394
H 0.9138 2.7700 10.8989
H -0.3886 1.6403 11.3578
H -2.3389 4.3763 8.4252
H -2.3745 3.7371 6.0609
H 0.4505 0.6254 6.8598
H 0.4766 1.2556 9.2346
H -2.1618 3.1918 4.0059
H -2.9584 3.7078 1.7254
H -3.5823 3.9188 -0.6731
H -2.7820 2.2102 -2.2609
H 1.2666 -2.4442 -0.7152
H 2.0225 -2.8826 1.5821
H 1.1635 -1.4096 3.4352
*
```

Properties
Energy relative to the best compared isomer or geometry (same formula, charge and spin), kJ/mol: 156.7
Maximum force, hartree/bohr: 0.0115
Electronic energy, eV: -225017.038
HOMO energy, eV: -6.93

Results of the Mulliken charge analysis, in e, for atoms 1 through 6:
1 Ru 0.220
2 C -2.350
3 C 1.316
4 C -1.092
5 C -0.960
6 C 0.730

=====

Record 4
Computed, not measured: C34H30OPS4V as an isolated structure in a non-equilibrium geometry, with the ωB97M-V functional and the def2-TZVPD basis.

Structure (ORCA input):
```
! wB97M-V def2-TZVPD RIJCOSX def2/J DEFGRID3
* xyz -1 2
V -1.7115 0.9941 -0.1741
C 2.1120 -1.1616 0.2781
C 2.9536 -0.1580 -0.4425
C 4.2653 -0.4476 -0.7973
C 5.0515 0.4781 -1.4632
C 4.5200 1.7082 -1.8010
C 3.2145 2.0078 -1.4559
C 2.4184 1.0969 -0.7651
P 0.6772 1.5189 -0.2443
C 0.6042 3.1381 -1.0832
C 0.8816 4.3371 -0.4392
C 0.8576 5.5291 -1.1411
C 0.5382 5.5336 -2.4870
C 0.2283 4.3443 -3.1272
C 0.2590 3.1394 -2.4451
C -0.0677 1.8552 -3.1433
C 0.9937 1.7776 1.5349
C 2.2609 1.9669 2.0823
C 2.4560 1.8983 3.4518
C 1.3886 1.5944 4.2848
C 0.1242 1.4240 3.7534
C -0.1124 1.5525 2.3818
C -1.4683 1.5164 1.8240
H 2.6152 -2.1238 0.3567
H 1.1643 -1.3022 -0.2445
H 1.8702 -0.8049 1.2800
H 4.6895 -1.4107 -0.5447
H 6.0749 0.2406 -1.7152
H 5.1204 2.4406 -2.3243
H 2.8179 2.9738 -1.7280
H 1.1308 4.3283 0.6132
H 1.0957 6.4551 -0.6379
H 0.5236 6.4640 -3.0381
H -0.0415 4.3542 -4.1757
H -0.1987 2.0171 -4.2121
H -1.0022 1.4448 -2.7304
H 0.7267 1.1209 -2.9882
H 3.1108 2.1594 1.4396
H 3.4418 2.0653 3.8699
H 1.5479 1.5096 5.3533
H -0.7082 1.2211 4.4145
H -1.7920 2.5590 1.6901
H -2.1768 1.0358 2.5156
S -5.3182 3.6391 -0.3039
C -4.0303 2.6128 -0.3847
S -4.0668 0.9482 0.0174
S -2.4477 3.0938 -0.8754
O -1.5337 -1.0342 -0.4274
S -1.6035 -1.9002 0.7882
C -3.1248 -2.8893 0.5639
C -4.1578 -2.4293 -0.2324
C -5.3284 -3.1646 -0.3244
C -5.4666 -4.3491 0.3794
C -4.4227 -4.8092 1.1688
C -3.2550 -4.0752 1.2697
C -0.5066 -3.2636 0.4182
C -0.3468 -3.6439 -0.9168
C 0.5324 -4.6493 -1.2450
C 1.2618 -5.2850 -0.2446
C 1.1146 -4.8891 1.0843
C 0.2450 -3.8757 1.4213
H -4.0493 -1.4953 -0.7639
H -6.1423 -2.7994 -0.9332
H -6.3840 -4.9168 0.3158
H -4.5258 -5.7356 1.7155
H -2.4405 -4.4307 1.8841
H -0.9030 -3.1151 -1.6763
H 0.6527 -4.9473 -2.2777
H 1.9631 -6.0651 -0.4962
H 1.6862 -5.3817 1.8584
H 0.1441 -3.5386 2.4430
*
```

Properties
Energy relative to the best compared isomer or geometry (same formula, charge and spin), kJ/mol: 150.4
Maximum force, hartree/bohr: 0.0229
Electronic energy, eV: -116110.430
⟨S²⟩: 0.799
HOMO energy (spin up / spin down), eV: -3.15 / -2.26

Results of the Mulliken charge analysis, in e, for atoms 1 through 6:
1 V -0.156
2 C -1.072
3 C 1.106
4 C -0.690
5 C -0.791
6 C -0.820

=====

Record 5
Computed, not measured: C34H31AsBrF4FeN2O9P3S as an isolated structure, with the ωB97M-V functional and the def2-TZVPD basis.

Structure (ORCA input):
```
! wB97M-V def2-TZVPD RIJCOSX def2/J DEFGRID3
* xyz 1 6
Fe 0.8205 -0.7668 -0.7597
O -2.3336 -2.7826 6.2165
C -1.0293 -2.8410 5.8822
O -0.2731 -3.5340 6.4971
C -0.5942 -2.0359 4.6916
C -1.4536 -1.6820 3.6543
C -0.9718 -0.9977 2.5543
C 0.3647 -0.6359 2.4993
C 1.2287 -0.9833 3.5276
C 0.7497 -1.6919 4.6149
N 0.8487 0.0560 1.3433
C 1.5392 1.1067 1.5580
C 2.0143 1.9317 0.4492
C 2.7760 3.0640 0.6624
C 3.0847 3.8612 -0.4340
C 2.6144 3.4852 -1.6783
C 1.8742 2.3113 -1.7989
N 1.5767 1.5571 -0.7523
H -2.7923 -2.0973 5.7159
H -2.4935 -1.9877 3.6651
H -1.6189 -0.7729 1.7172
H 2.2818 -0.7380 3.4560
H 1.4099 -2.0010 5.4142
H 1.7351 1.4423 2.5756
H 3.1065 3.3201 1.6606
H 3.6742 4.7600 -0.3133
H 2.8172 4.0787 -2.5586
H 1.5073 1.9683 -2.7550
F -6.9754 -1.0421 -2.0698
C -5.7686 -0.5750 -1.7945
C -5.6054 0.7457 -1.4124
F -6.6577 1.5481 -1.3246
C -4.3353 1.2177 -1.1329
F -4.2249 2.5051 -0.8014
C -3.2077 0.4054 -1.1995
P -1.5369 1.0895 -0.8756
C -1.7689 2.0404 0.6648
C -0.9052 3.0970 0.9612
C -0.9708 3.7446 2.1853
C -1.8989 3.3447 3.1370
C -2.7681 2.3036 2.8493
C -2.7031 1.6570 1.6242
C -1.4698 2.3069 -2.2386
C -1.6741 3.6765 -2.0981
C -1.6233 4.5063 -3.2097
C -1.3882 3.9761 -4.4698
C -1.2200 2.6063 -4.6207
C -1.2581 1.7761 -3.5120
C -3.3958 -0.9146 -1.6141
Br -1.9413 -2.0842 -1.8735
C -4.6599 -1.3986 -1.9015
F -4.8414 -2.6546 -2.2965
H -0.1909 3.4355 0.2235
H -0.3045 4.5732 2.3910
H -1.9575 3.8528 4.0904
H -3.5083 1.9981 3.5774
H -3.3978 0.8511 1.4152
H -1.9064 4.1046 -1.1344
H -1.7879 5.5692 -3.0893
H -1.3550 4.6252 -5.3351
H -1.0614 2.1813 -5.6033
H -1.1138 0.7106 -3.6359
O 1.2513 -1.6167 -4.7947
P 1.5195 -1.3834 -3.2669
O 1.1049 -2.5208 -2.3885
O 0.8373 -0.1423 -2.7103
O 3.1047 -1.1379 -3.2042
P 3.8720 -1.0392 -1.7525
O 4.5252 0.4109 -1.8394
O 4.8478 -2.1181 -1.5923
O 2.7563 -0.9150 -0.7099
H 1.9290 -1.2897 -5.3959
H 5.4741 0.3490 -1.9994
C 2.7651 -4.6843 -1.3178
As 2.1546 -4.0387 0.3804
C 1.6982 -5.6118 1.3821
C 3.6181 -3.2122 1.3147
S 0.3412 -2.8962 0.4216
H 3.3666 -5.5693 -1.1075
H 3.3719 -3.9305 -1.8095
H 1.8986 -4.9393 -1.9210
H 2.5756 -6.2498 1.4764
H 0.9066 -6.1417 0.8566
H 1.3465 -5.3105 2.3667
H 3.5243 -3.4458 2.3735
H 3.5775 -2.1410 1.1461
H 4.5515 -3.5998 0.9100
*
```

Properties
Energy relative to the best compared isomer or geometry (same formula, charge and spin), kJ/mol: 53.2
Maximum force, hartree/bohr: 0.0096
Electronic energy, eV: -272012.320
⟨S²⟩: 8.760
HOMO energy (spin up / spin down), eV: -11.23 / -11.27

Results of the Mulliken charge analysis, in e, for atoms 1 through 6:
1 Fe 2.252
2 O -0.471
3 C 0.541
4 O -0.531
5 C 0.877
6 C -1.442

=====

Record 6
Computed, not measured: a 6-piece molecular cluster, C34H31BN7O13 overall, with the ωB97M-V functional and the def2-TZVPD basis.

Structure (ORCA input):
```
! wB97M-V def2-TZVPD RIJCOSX def2/J DEFGRID3
* xyz 1 1
O -2.8676 -9.3641 6.7952
B -1.8731 -8.6792 6.1810
O -0.9310 -9.2733 5.3970
O -1.8505 -7.2737 6.3513
C -1.1855 -6.5507 5.4582
C -1.4670 -6.6182 4.0817
C -0.7758 -5.8306 3.2008
C 0.1867 -4.9770 3.7414
N 0.3537 -4.9943 5.0464
N -0.2682 -5.7424 5.9361
H -3.6781 -8.8437 6.7896
H -0.3722 -9.9114 5.8505
H -2.2363 -7.2926 3.7397
H -0.9631 -5.8323 2.1427
H 0.7623 -4.2936 3.1440
H 1.0407 -4.3629 5.4418
C 0.0317 -4.2416 -3.1439
C 0.7610 -4.4813 -1.9858
C 0.2664 -4.0736 -0.7597
C -0.9603 -3.4319 -0.7158
C -1.6981 -3.1783 -1.8585
C -1.1923 -3.5890 -3.0800
N -1.5051 -3.0078 0.5761
O -0.8450 -3.2142 1.5902
O -2.5840 -2.4664 0.5919
H 0.4203 -4.5638 -4.1002
H 1.7158 -4.9849 -2.0400
H 0.8327 -4.2513 0.1419
H -2.6491 -2.6701 -1.8016
H -1.7546 -3.3999 -3.9831
C -4.9159 -0.9468 2.2120
C -4.7352 0.4187 2.3881
C -5.8004 1.2197 2.7674
C -7.0347 0.6306 2.9667
C -7.2390 -0.7256 2.7909
C -6.1677 -1.5171 2.4099
N -8.1691 1.4704 3.3890
O -7.9705 2.6592 3.5166
O -9.2323 0.9182 3.5847
H -4.0718 -1.5593 1.9206
H -3.7629 0.8607 2.2339
H -5.6651 2.2821 2.9066
H -8.2152 -1.1584 2.9490
H -6.3109 -2.5801 2.2691
C 1.7852 0.6474 1.4484
C 1.9728 2.0129 1.6063
C 0.9135 2.8203 1.9894
C -0.3208 2.2398 2.2125
C -0.5298 0.8818 2.0569
C 0.5352 0.0840 1.6709
N -1.4425 3.0949 2.6383
O -1.2328 4.2798 2.7558
O -2.5133 2.5552 2.8481
H 2.6172 0.0233 1.1499
H 2.9461 2.4472 1.4261
H 1.0506 3.8844 2.1113
H -1.5029 0.4486 2.2347
H 0.3891 -0.9807 1.5467
C 3.6017 7.2974 -0.7790
C 3.6461 6.8238 -2.0829
C 3.9406 5.4937 -2.3291
C 4.1817 4.6568 -1.2570
C 4.1487 5.1094 0.0509
C 3.8567 6.4418 0.2865
N 4.4701 3.2388 -1.5159
O 4.5158 2.8677 -2.6684
O 4.6378 2.5101 -0.5541
H 3.3673 8.3365 -0.5904
H 3.4478 7.4868 -2.9132
H 3.9745 5.1295 -3.3422
H 4.3492 4.4392 0.8731
H 3.8261 6.8140 1.3011
C 4.6852 3.6062 -9.4079
C 5.1939 4.6920 -8.7080
C 4.5870 5.1079 -7.5346
C 3.4765 4.4207 -7.0811
C 2.9513 3.3404 -7.7652
C 3.5641 2.9342 -8.9387
N 2.8389 4.8464 -5.8277
O 3.3085 5.8132 -5.2540
O 1.8860 4.2136 -5.4295
H 5.1643 3.2822 -10.3220
H 6.0655 5.2150 -9.0754
H 4.9752 5.9517 -6.9849
H 2.0805 2.8231 -7.3921
H 3.1678 2.0910 -9.4868
*
```

Properties
Maximum force, hartree/bohr: 0.0173
Electronic energy, eV: -73468.416
HOMO energy, eV: -11.21

Results of the Mulliken charge analysis, in e, for atoms 1 through 6:
1 O -0.434
2 B 0.648
3 O -0.471
4 O -0.507
5 C 0.494
6 C -0.073